124
Properties=species:S:1:pos:R:3:forces:R:3 method="wB97M-V/def2-TZVPD" spin_multiplicity=1 e_homo_ev=-7.09 charge=0 de_lowest_ev=6.216 gap_ev=2.8 molar_mass_g_mol=774.912 lumo_ha=-0.1567 largest_force_ev_per_a=16.71
C -4.5276 4.6071 -1.1726 5.57 -0.05 -1.09
C -3.7486 3.3091 -1.0866 -0.75 0.10 0.10
C -2.3236 3.7321 -0.6526 2.67 -2.62 -3.23
C -1.6126 2.6761 0.2374 -13.67 -1.58 -1.96
C -2.5766 2.5721 1.4054 -2.18 0.41 -0.31
C -4.0226 1.8331 1.0534 4.39 1.53 2.35
N -4.5516 2.5271 -0.0686 -5.04 -1.74 -1.39
O -5.7786 2.3291 -0.2926 4.71 1.36 0.60
C -4.8296 1.9241 2.3244 -3.71 1.66 0.41
C -3.7896 0.4141 0.7114 4.45 -4.89 1.06
C -3.8376 2.4751 -2.3666 7.34 -2.44 6.22
H -3.7696 5.0981 -1.8306 -0.94 0.89 0.78
H -4.8146 5.0891 -0.3116 0.25 1.17 2.28
H -5.3206 4.5301 -1.7096 -5.25 -0.83 -3.53
H -2.4826 4.6771 -0.2456 0.44 1.40 1.47
H -1.5616 3.9631 -1.6136 -2.50 -0.76 2.02
H -0.7766 2.8911 0.4304 11.95 3.20 3.07
H -1.6536 1.6761 -0.1006 0.51 -0.88 -1.51
H -2.9506 3.5401 1.7274 0.31 0.52 0.14
H -2.2126 2.1321 2.2914 0.55 -0.98 0.88
H -5.7656 1.3301 2.2474 0.75 -0.21 -0.01
H -5.3606 2.9631 2.5504 1.81 -1.65 -0.54
H -4.2726 1.5741 3.1914 0.14 0.17 -0.24
H -4.6576 -0.1319 0.4024 -0.52 -0.21 -0.33
H -3.3676 -0.1809 1.7044 -1.57 1.78 -1.89
H -2.7976 -0.0129 0.1114 -2.64 1.91 0.60
H -3.4136 1.4061 -2.1496 -0.45 1.96 -0.52
H -3.2946 2.9181 -3.0896 2.68 1.54 -2.12
H -4.6356 2.3551 -2.8096 -8.93 -1.06 -3.33
B 0.6274 -0.1009 -0.6016 0.13 -0.31 0.33
H 1.5274 -0.8769 -0.8896 0.06 0.86 -0.14
H -0.2446 -0.8629 0.0394 0.00 2.16 -0.77
H 1.0764 0.8361 0.0384 -0.23 -0.01 0.27
H 0.2534 0.3231 -1.6636 -0.78 0.16 -0.49
N 1.2344 2.8101 -2.6806 -0.13 -1.50 0.78
C 2.4034 3.5711 -2.3796 -1.77 -0.50 0.71
C 2.5004 4.5401 -3.3486 -4.80 -2.93 -0.92
C 1.2944 4.4551 -4.2986 2.29 -5.30 6.12
C 0.5714 3.2611 -3.8666 13.78 7.47 5.79
H 1.0164 1.9051 -2.0886 0.18 2.26 -1.74
H 2.9324 3.5081 -1.3136 -1.11 -0.24 -2.90
H 3.1994 5.2241 -3.1876 2.76 3.25 -0.28
H 1.1464 5.0711 -5.0676 -0.80 2.09 -2.95
H -0.1946 2.9751 -4.2106 -10.52 -4.71 -4.43
N 6.0424 -0.9159 1.4694 1.42 -1.84 -5.76
C 6.0734 -0.7569 2.7594 -5.07 1.85 4.13
C 4.6774 -0.4829 3.2564 -0.21 -1.40 -3.00
C 3.6724 -0.7639 2.0404 11.91 0.27 -0.04
C 4.7354 -1.0179 0.8834 -1.84 0.85 3.54
H 7.0254 -1.0369 0.8674 -3.89 0.24 2.06
H 6.9324 -0.7469 3.4024 0.36 0.08 -0.31
H 4.3934 -0.1459 4.3084 0.49 -0.80 -1.74
H 2.7054 -0.5779 1.8404 -3.21 0.57 -0.15
H 4.5574 -1.3299 -0.1926 0.51 0.66 1.66
N 0.9764 -2.7279 0.1064 1.31 -7.29 0.98
C 0.2494 -3.8879 -0.2976 9.49 -1.04 5.43
C 1.0264 -5.0609 0.1774 -1.07 2.26 -2.01
C 2.2424 -4.5809 0.8084 0.05 2.09 0.36
C 2.1644 -3.0679 0.7714 -2.48 -4.58 -1.47
H 0.5934 -1.8479 0.0014 -0.33 1.77 -0.19
H -0.5856 -3.8329 -0.7566 -5.61 0.36 -3.11
H 0.6714 -6.0709 -0.1836 0.86 1.12 0.98
H 3.0974 -5.2289 1.3294 -2.15 1.74 -1.40
H 2.8344 -2.3199 1.0874 0.30 -0.05 0.24
N -0.5266 -4.4059 2.6924 1.27 -0.82 1.04
C -1.0456 -5.4169 3.6264 -1.58 7.20 0.34
C -1.9016 -4.5619 4.5534 0.89 -1.05 -1.60
C -1.8186 -3.1389 4.1264 1.88 -2.56 -1.46
C -0.8316 -3.1059 2.9974 -3.69 -1.73 2.53
H 0.2534 -4.5009 1.9404 -1.76 -0.64 1.58
H -0.7016 -6.4059 3.5354 0.03 -0.95 0.14
H -2.6026 -4.9739 5.4094 1.76 0.93 -2.01
H -2.4576 -2.3559 4.5764 0.86 -0.43 -0.50
H -0.6096 -2.3609 2.2454 0.18 0.19 0.42
N 5.3454 2.1311 1.7024 0.25 9.94 -2.14
C 6.4854 2.9101 2.0594 -6.08 4.21 -3.45
C 6.0484 4.4391 1.6014 -1.63 -6.03 1.18
C 4.6534 4.3651 1.1634 1.40 -5.67 0.22
C 4.2364 2.8341 1.1004 7.72 4.96 3.42
H 5.3704 1.2481 1.8904 -0.35 -6.69 1.12
H 7.3864 2.4051 2.2724 0.83 -0.09 0.41
H 6.6984 5.2421 1.8464 0.09 0.69 -0.15
H 3.9114 5.0571 0.7994 0.48 0.54 0.10
H 3.4004 2.3321 0.8644 -2.88 -1.53 -0.78
N -3.4376 -4.3249 1.3894 -1.14 0.22 -3.43
C -4.5116 -5.1969 1.1584 -1.45 1.71 -2.22
C -5.1706 -4.6569 -0.2076 2.23 -1.38 2.79
C -4.2526 -3.6499 -0.7896 0.60 -2.72 6.30
C -3.2276 -3.4669 0.2524 -3.97 -2.80 -0.28
H -2.7446 -4.3559 2.1364 -0.42 -0.22 -0.10
H -4.8036 -6.0929 1.9414 0.74 2.80 -2.34
H -6.1546 -5.0709 -0.5956 1.72 0.55 0.40
H -4.1786 -3.2529 -1.7526 -0.35 0.55 -0.96
H -2.4756 -2.7659 0.2814 1.73 1.22 0.06
N -1.1496 -2.0489 -3.0206 -2.08 1.28 0.95
C -0.3316 -2.9429 -3.6226 -3.30 -2.87 -1.78
C -1.1956 -3.9799 -4.3856 -1.64 4.01 2.03
C -2.6606 -3.5109 -4.2096 8.75 4.73 5.36
C -2.5666 -2.3549 -3.1956 2.23 -0.87 -2.80
H -0.7776 -1.1149 -2.4746 -1.10 -3.31 -1.59
H 0.6894 -2.8949 -3.2996 0.46 -0.33 -0.58
H -0.9666 -4.8499 -5.0426 0.32 1.05 0.90
H -3.4686 -3.9219 -4.5826 -3.89 -1.96 -1.64
H -3.2396 -1.5539 -2.7596 0.57 -1.46 -0.92
N 2.9504 1.1571 -4.8866 0.86 1.74 -2.47
C 2.8694 -0.0859 -4.5136 -0.36 -5.09 -0.36
C 3.3474 -1.0109 -5.6346 -0.59 3.08 0.89
C 3.6714 -0.0529 -6.8146 -1.17 1.88 4.82
C 3.4544 1.3661 -6.1856 -0.70 -6.82 0.75
H 2.5754 1.9481 -4.3676 0.28 -0.36 -0.01
H 2.2924 -0.3209 -3.5146 1.60 0.19 -2.13
H 3.4524 -2.1749 -5.4486 -0.31 2.84 -0.93
H 3.9514 -0.3269 -7.8576 -0.09 0.48 1.27
H 3.4974 2.3821 -6.3086 0.53 2.08 -1.79
N 1.2734 2.0341 4.9704 2.54 0.78 -6.06
C 0.5034 1.7091 5.9504 -1.81 -2.38 4.69
C -0.3376 0.6051 5.4764 -0.59 1.91 -2.09
C -0.2536 0.4921 3.9794 7.10 5.68 5.15
C 0.9724 1.4191 3.7054 -3.99 -2.01 2.95
H 2.0454 2.7181 4.9094 -0.88 -0.62 0.76
H 0.7824 2.1891 7.1194 -1.23 -1.82 -3.87
H -1.1796 0.1211 5.9694 0.52 0.27 0.39
H -0.8556 0.0141 3.3294 -1.53 -1.84 -2.00
H 1.5894 1.6371 2.8504 -0.13 0.03 -0.08


136
Properties=species:S:1:pos:R:3:forces:R:3 method="wB97M-V/def2-TZVPD" spin_multiplicity=1 e_homo_ev=-8.25 charge=0 gap_ev=8.0 molar_mass_g_mol=998.115 lumo_ha=-0.0098 largest_force_ev_per_a=1.41
C 7.1525 6.1673 5.3879 -0.28 -0.50 -0.55
C 6.4311 6.4903 4.0448 0.08 -0.56 0.83
C 5.3752 5.4351 3.7843 0.57 1.27 0.20
C 4.2785 5.3786 4.5846 -0.15 -0.50 -0.48
C 3.2477 4.3874 4.4364 0.49 0.07 -0.07
C 2.1088 4.4813 5.4314 0.22 0.32 -0.43
C 0.7145 4.6152 4.8197 -0.05 -0.06 1.15
O -0.0548 3.4265 5.1442 0.20 0.19 -0.25
C -1.3546 3.5973 4.8275 -0.25 -0.04 0.13
O -1.8420 3.1976 3.8238 -0.27 -0.35 -0.69
C 3.3764 3.4522 3.4440 -0.93 -0.33 0.19
C 2.4143 2.3100 3.1946 0.78 0.08 -0.29
C 2.8663 0.9914 3.8815 -0.85 -0.24 1.10
N 2.3606 -0.1624 3.1348 0.45 -0.13 0.15
N 2.2163 0.9597 5.2248 0.69 0.03 -0.23
N 4.3081 0.9312 4.1013 0.07 0.06 -0.48
C 4.5047 3.5200 2.5777 -0.17 -0.29 -0.04
N 4.7485 2.6635 1.5716 0.20 0.27 0.06
S 6.1431 3.1288 0.9383 0.15 -0.02 -0.20
N 6.5219 4.3944 1.8509 -0.21 -0.20 0.00
C 5.5166 4.4999 2.7308 -0.20 0.01 0.34
H 7.0324 5.1040 5.5897 0.11 -0.10 0.07
H 6.6662 6.6866 6.2085 0.23 0.18 0.14
H 8.2221 6.3520 5.3430 0.01 0.37 0.16
H 5.9413 7.4505 4.1766 0.04 0.22 -0.38
H 7.1533 6.5258 3.2364 -0.07 0.10 -0.16
H 4.1638 6.1170 5.3675 0.01 0.07 0.05
H 2.1221 3.6674 6.1521 -0.15 -0.26 -0.07
H 2.2813 5.3906 6.0114 -0.04 -0.27 -0.12
H 0.7253 4.7999 3.7478 0.01 -0.17 -0.11
H 0.2157 5.4405 5.3301 -0.01 0.26 -0.22
H -1.9776 4.1128 5.5733 0.26 0.16 0.30
H 2.4090 2.1362 2.1212 -0.03 -0.17 -0.07
H 1.3993 2.5352 3.4929 -0.12 -0.07 0.20
H 1.5359 -0.5325 3.5933 -0.26 0.25 -0.18
H 3.0478 -0.9047 3.2069 0.01 -0.02 -0.19
H 2.7428 1.6176 5.7974 -0.28 0.19 0.11
H 2.4641 0.0507 5.6144 -0.17 -0.02 0.06
H 4.5109 0.4551 4.9672 0.00 -0.20 -0.04
H 4.7947 0.4715 3.3412 0.06 0.15 -0.08
O 1.8597 -1.9044 -0.9237 0.04 0.01 0.18
C 1.1533 -0.9366 -0.8701 -0.07 -0.16 -0.27
O 0.7677 -0.3817 0.3032 -0.05 -0.09 -0.07
C -0.1604 0.6897 0.0606 -0.08 0.20 0.00
C 0.0960 1.1235 -1.3750 0.01 -0.01 -0.16
C 0.5268 -0.1891 -2.0266 0.02 0.46 0.16
H -1.1747 0.3075 0.2029 0.00 0.00 -0.03
H 0.0192 1.4859 0.7799 0.06 -0.14 0.13
H -0.7703 1.5898 -1.8412 -0.05 -0.06 0.05
H 0.9204 1.8390 -1.4051 -0.02 0.02 0.05
H -0.3330 -0.7680 -2.3860 0.48 0.23 0.01
H 1.2470 -0.0375 -2.8267 -0.01 -0.25 -0.05
O 1.3829 7.1738 6.6264 -0.11 0.43 0.10
C 1.3122 7.3863 7.8037 0.13 -0.29 -0.06
O 1.6048 8.5839 8.3506 -0.04 0.01 0.01
C 1.5350 8.5043 9.7863 -0.05 -0.01 0.21
C 0.6371 7.3093 10.0751 -0.01 -0.14 0.01
C 0.9403 6.3950 8.8899 -0.28 0.36 0.28
H 2.5468 8.3680 10.1733 0.01 -0.02 -0.03
H 1.1335 9.4366 10.1748 0.04 0.08 -0.16
H 0.8240 6.8568 11.0467 0.07 0.03 0.00
H -0.4092 7.6159 10.0433 0.01 0.02 0.01
H 1.7977 5.7468 9.0786 -0.02 -0.06 -0.08
H 0.0817 5.8001 8.5909 0.15 -0.15 -0.14
O 8.2313 0.4816 -5.3488 -0.04 0.17 -0.04
C 8.1024 0.6176 -4.1695 0.17 -0.32 -0.09
O 8.2637 1.8102 -3.5433 -0.05 0.01 0.03
C 8.1527 1.6412 -2.1203 -0.06 -0.04 0.16
C 7.3601 0.3552 -1.9300 0.00 -0.14 0.01
C 7.7863 -0.4605 -3.1484 -0.31 0.33 0.30
H 9.1590 1.5756 -1.7001 0.00 -0.01 -0.02
H 7.6493 2.5059 -1.6958 0.06 0.11 -0.16
H 7.5551 -0.1322 -0.9766 0.05 0.04 0.00
H 6.2912 0.5672 -1.9856 0.00 0.02 0.02
H 8.6926 -1.0375 -2.9599 -0.01 -0.05 -0.08
H 6.9967 -1.1122 -3.5101 0.16 -0.12 -0.15
O -1.8993 -1.7940 -2.7015 -0.64 -0.01 -0.10
C -2.4334 -2.1745 -1.6935 0.34 -0.24 0.06
O -3.3918 -1.4773 -1.0542 0.20 -0.06 -0.06
C -3.7508 -2.1527 0.1784 -0.09 0.02 0.15
C -3.3348 -3.5978 -0.0230 0.27 -0.04 -0.19
C -2.1189 -3.4477 -0.9360 -0.51 -0.10 0.17
H -3.2117 -1.6753 1.0002 0.05 0.02 -0.05
H -4.8124 -2.0461 0.3460 -0.04 0.19 -0.16
H -3.1302 -4.1189 0.9072 -0.01 0.06 0.04
H -4.1230 -4.1415 -0.5436 -0.05 0.02 0.06
H -1.1951 -3.2985 -0.3724 0.07 -0.01 -0.11
H -2.0091 -4.2833 -1.6217 0.27 0.09 -0.07
O -5.7427 -3.6336 1.5768 -0.01 -0.22 0.18
C -6.0084 -4.7228 1.9953 -0.39 0.20 -0.06
O -5.3376 -5.8354 1.6156 0.05 0.00 0.04
C -5.9480 -7.0033 2.1950 -0.07 -0.17 0.11
C -6.7128 -6.4925 3.4080 -0.11 0.07 0.05
C -7.1208 -5.0915 2.9563 0.29 -0.39 0.26
H -6.6048 -7.4546 1.4487 -0.01 0.04 -0.01
H -5.1713 -7.7175 2.4569 0.11 0.08 -0.11
H -7.5476 -7.1312 3.6885 0.00 -0.02 -0.07
H -6.0420 -6.4207 4.2653 0.01 -0.02 -0.01
H -8.0651 -5.0941 2.4104 -0.01 0.10 0.00
H -7.1672 -4.3845 3.7792 -0.12 0.17 -0.15
O -8.7038 -1.3053 -4.4151 -0.05 -0.15 0.10
C -7.5298 -1.5346 -4.4169 -0.06 0.34 -0.11
O -6.9437 -2.3612 -3.5174 0.02 -0.08 0.00
C -5.5147 -2.3555 -3.7007 0.25 0.13 -0.05
C -5.2960 -1.8945 -5.1343 0.00 0.23 0.24
C -6.4785 -0.9542 -5.3439 0.28 -0.43 -0.03
H -5.0723 -1.6719 -2.9736 -0.05 0.00 0.02
H -5.1255 -3.3576 -3.5247 -0.17 -0.04 0.10
H -4.3245 -1.4315 -5.2923 0.02 -0.01 0.10
H -5.3808 -2.7347 -5.8073 -0.05 -0.11 -0.04
H -6.2567 0.0650 -5.0223 -0.09 0.03 -0.03
H -6.8312 -0.9563 -6.3718 -0.15 0.15 0.04
O -6.0903 -3.3941 -7.8761 0.09 -0.09 0.21
C -5.0391 -3.1505 -8.3951 -0.16 0.18 -0.25
O -3.9405 -2.7579 -7.6944 -0.08 -0.18 -0.44
C -2.8730 -2.4398 -8.6155 0.23 0.09 -0.16
C -3.2070 -3.1868 -9.8946 -0.14 0.09 -0.29
C -4.7310 -3.1851 -9.8790 0.49 -0.10 0.11
H -2.8528 -1.3579 -8.7656 -0.09 0.01 0.06
H -1.9270 -2.7564 -8.1888 -0.08 -0.01 0.17
H -2.7715 -2.7323 -10.7824 0.01 0.09 0.06
H -2.8454 -4.2061 -9.8292 0.07 -0.01 -0.02
H -5.1483 -2.2897 -10.3428 -0.12 -0.04 0.02
H -5.1552 -4.0740 -10.3370 -0.24 0.10 0.01
O -0.2357 -5.4073 -9.7832 -0.18 0.12 -0.08
C -0.7572 -5.8531 -8.8053 0.42 -0.05 0.01
O -1.7622 -5.2085 -8.1576 0.08 -0.32 0.20
C -2.1174 -5.9274 -6.9598 -0.11 -0.11 0.18
C -1.6420 -7.3542 -7.1961 0.12 -0.08 -0.03
C -0.4143 -7.1387 -8.0792 -0.53 -0.11 0.14
H -1.6153 -5.4551 -6.1131 0.02 0.01 -0.02
H -3.1930 -5.8628 -6.8122 0.00 0.17 -0.10
H -1.4385 -7.8952 -6.2744 0.01 0.07 0.03
H -2.3996 -7.9093 -7.7513 -0.02 0.01 0.02
H 0.4907 -6.9761 -7.4926 0.06 0.00 -0.08
H -0.2612 -7.9489 -8.7858 0.23 0.09 -0.06